[1]
Entry from the OMol25 dataset: a 2-piece molecular cluster, C4H14N2O overall in a non-equilibrium geometry (ωB97M-V/def2-TZVPD).

Geometry (Å):
C 1.45 0.72 -1.58
N 0.25 0.78 -0.98
C -0.11 -0.42 -0.33
C 0.56 -1.82 -0.72
C 0.51 -0.18 1.24
N 1.18 0.96 1.59
H 1.46 0.32 -2.59
H 2.02 1.76 -1.60
H 2.00 0.26 -0.89
H -0.37 1.62 -0.81
H -1.16 -0.55 -0.26
H 0.17 -2.68 -0.18
H 1.65 -1.68 -0.75
H 0.43 -2.11 -1.73
H -0.46 -0.15 1.88
H 1.00 -1.16 1.45
H 2.26 1.03 1.58
H 0.65 1.84 1.71
O -4.34 0.66 1.39
H -3.96 0.52 0.51
H -5.19 0.31 1.08

The value obtained for the HOMO-LUMO gap is 7.94 eV. The maximum force is 6.43 eV/A. Its SMILES is CN[C@@H](C)CN.O. For the energy above the lowest of the compared OMol25 structures with the same formula, charge and spin, the calculation gives 389.1 kJ/mol.



[2]
Entry from the OMol25 dataset: C19H19BF6O2S3 as an isolated structure in a non-equilibrium geometry (ωB97M-V/def2-TZVPD).

Geometry (Å):
C 5.56 0.28 1.83
C 4.10 0.48 1.65
C 3.29 1.40 2.31
C 1.97 1.34 1.85
C 1.81 0.54 0.72
B -0.27 -1.06 0.79
C 0.68 0.59 -0.18
C 0.87 0.15 -1.56
C 0.66 1.03 -2.58
C 1.04 0.70 -4.00
F 1.39 1.83 -4.69
F 2.09 -0.17 -4.07
F -0.02 0.14 -4.67
C 0.05 2.27 -2.34
C -0.39 2.58 -1.07
C -1.07 3.90 -0.81
F -2.29 3.73 -0.22
F -0.32 4.70 0.02
F -1.28 4.61 -1.96
C -0.24 1.68 -0.02
O 0.69 -2.08 0.55
C 0.59 -2.80 1.80
C 0.08 -1.79 2.84
O -0.29 -0.60 2.12
S 3.21 -0.44 0.50
H 5.89 1.03 2.55
H 5.76 -0.72 2.20
H 6.07 0.42 0.87
H 3.68 2.09 3.07
H 1.13 1.85 2.30
H 1.29 -0.84 -1.76
H -0.10 2.95 -3.16
H -0.64 1.94 0.95
H -0.15 -3.61 1.65
H 1.56 -3.21 2.08
H -0.81 -2.19 3.37
H 0.86 -1.57 3.59
C -4.68 -1.61 -0.49
C -3.85 -2.61 0.33
S -2.60 -1.76 1.27
C -1.50 -1.22 -0.11
S -2.43 0.06 -0.89
C -3.83 -0.88 -1.53
H -5.48 -2.17 -0.98
H -5.12 -0.87 0.19
H -4.45 -3.06 1.14
H -3.39 -3.39 -0.27
H -1.25 -1.96 -0.87
H -3.44 -1.57 -2.28
H -4.43 -0.10 -2.03

The value obtained for the HOMO-LUMO gap is 6.68 eV. The maximum force is 3.03 eV/A. For the energy above the lowest of the compared OMol25 structures with the same formula, charge and spin, the calculation gives 0.0 kJ/mol.



[3]
Entry from the OMol25 dataset: a 2-piece molecular cluster, C14H31Br2NO2P overall in a non-equilibrium geometry (ωB97M-V/def2-TZVPD).

Geometry (Å):
C 8.06 -1.81 0.08
C 7.30 -0.43 0.40
Br 7.79 0.64 2.01
C 6.26 0.02 -0.45
Br 5.75 -1.00 -2.09
P 5.28 1.60 -0.10
C 3.47 1.01 -0.20
C 3.18 -0.28 0.71
C 2.11 -1.22 -0.03
O 2.67 0.09 2.03
H 7.26 -2.54 -0.29
H 8.88 -1.68 -0.69
H 8.45 -2.28 1.05
H 5.43 2.01 1.26
H 2.72 1.80 0.12
H 3.32 0.67 -1.28
H 4.10 -0.91 0.91
H 1.36 -1.72 0.67
H 2.61 -2.06 -0.62
H 1.58 -0.55 -0.79
H 2.95 -0.60 2.67
C -2.92 2.71 -0.07
C -2.48 1.35 -0.59
N -2.52 0.23 0.46
C -1.57 0.61 1.60
C -1.93 -1.05 -0.13
C -2.69 -1.69 -1.28
C -3.91 0.03 1.10
C -5.10 -0.19 0.17
O -5.29 0.91 -0.70
C -5.93 0.58 -1.92
H -2.23 3.10 0.69
H -2.92 3.43 -0.89
H -3.92 2.70 0.35
H -1.44 1.42 -0.93
H -3.07 1.05 -1.44
H -0.59 0.82 1.17
H -1.52 -0.23 2.29
H -1.97 1.48 2.11
H -1.84 -1.77 0.69
H -0.92 -0.79 -0.47
H -3.49 -2.33 -0.92
H -2.01 -2.35 -1.82
H -3.09 -0.97 -2.00
H -4.09 0.92 1.71
H -3.80 -0.83 1.78
H -6.00 -0.29 0.78
H -5.00 -1.12 -0.39
H -6.43 -0.39 -1.89
H -5.19 0.58 -2.72
H -6.68 1.35 -2.14

The value obtained for the HOMO-LUMO gap is 7.92 eV. The maximum force is 3.51 eV/A. For the energy above the lowest of the compared OMol25 structures with the same formula, charge and spin, the calculation gives 181.7 kJ/mol. As for the charge: +1.



[4]
Entry from the OMol25 dataset: an isolated ion of composition C2H4NO2 and charge +1 in a non-equilibrium geometry (ωB97M-V/def2-TZVPD).

Geometry (Å):
O -1.83 -1.97 0.85
C -1.33 -1.16 0.20
N -0.09 -0.18 0.41
C -0.82 -0.38 -0.91
O -1.69 0.62 -1.28
H -0.55 0.41 1.09
H 0.81 -0.54 0.53
H -0.10 -0.88 -1.68
H -1.20 1.06 -1.94

The value obtained for the HOMO-LUMO gap is 11.31 eV. The maximum force is 2.56 eV/A. Its SMILES is O=C1[NH2+][C@@H]1O. For the energy above the lowest of the compared OMol25 structures with the same formula, charge and spin, the calculation gives 203.3 kJ/mol. As for the charge: +1.



[5]
Entry from the OMol25 dataset: a single C4H5N3 molecule in a non-equilibrium geometry (ωB97M-V/def2-TZVPD).

Geometry (Å):
N -2.00 0.01 0.14
C -0.62 0.06 0.08
C 0.14 1.24 0.09
N 1.49 1.25 0.01
C 2.05 0.02 0.03
N 1.40 -1.13 0.13
C 0.10 -1.12 0.06
H -2.48 0.83 -0.18
H -2.41 -0.85 -0.22
H -0.43 2.18 0.11
H 3.04 -0.35 -0.19
H -0.29 -2.13 -0.06

The value obtained for the HOMO-LUMO gap is 9.58 eV. The maximum force is 2.27 eV/A. Its SMILES is Nc1cncnc1. For the energy above the lowest of the compared OMol25 structures with the same formula, charge and spin, the calculation gives 113.7 kJ/mol.



[6]
Entry from the OMol25 dataset: C33H25AuBr2F4O2PSi as an isolated structure (ωB97M-V/def2-TZVPD).

Geometry (Å):
Au -0.62 0.40 -0.16
F 4.22 0.30 6.04
C 3.73 0.25 4.81
C 4.51 0.61 3.73
F 5.77 1.01 3.93
C 3.99 0.54 2.45
F 4.84 0.82 1.47
C 2.68 0.14 2.20
P 1.89 0.20 0.53
C 2.86 1.46 -0.39
C 3.09 1.26 -1.74
C 3.64 2.27 -2.52
C 3.97 3.49 -1.94
C 3.73 3.69 -0.59
C 3.18 2.68 0.18
C 2.53 -1.38 -0.16
C 3.88 -1.63 -0.41
C 4.29 -2.86 -0.90
C 3.35 -3.86 -1.15
C 2.01 -3.62 -0.91
C 1.60 -2.38 -0.42
C 1.92 -0.25 3.31
Br 0.15 -0.89 3.14
C 2.44 -0.20 4.59
F 1.72 -0.57 5.65
H 2.81 0.32 -2.21
H 3.80 2.10 -3.58
H 4.39 4.28 -2.55
H 3.96 4.65 -0.14
H 2.95 2.88 1.22
H 4.61 -0.85 -0.23
H 5.34 -3.04 -1.10
H 3.67 -4.82 -1.53
H 1.27 -4.39 -1.10
H 0.55 -2.18 -0.26
C -3.84 -0.24 -1.55
Si -2.83 -0.27 0.05
C -3.74 0.88 1.23
C -3.16 -2.01 0.77
C -4.46 -2.50 0.90
C -4.73 -3.76 1.43
C -3.68 -4.56 1.86
C -2.37 -4.10 1.75
C -2.13 -2.84 1.21
H -4.91 -0.39 -1.38
H -3.50 -1.03 -2.23
H -3.70 0.72 -2.05
H -4.81 0.64 1.28
H -3.63 1.92 0.90
H -3.32 0.81 2.23
H -5.30 -1.89 0.57
H -5.75 -4.11 1.52
H -3.88 -5.54 2.28
H -1.55 -4.72 2.09
H -1.11 -2.48 1.14
Br 0.91 9.39 -0.90
C 0.72 7.52 -0.59
C 0.53 6.67 -1.67
C 0.39 5.31 -1.43
C 0.44 4.80 -0.14
C 0.64 5.68 0.92
C 0.77 7.04 0.71
C 0.30 3.30 0.12
O 0.45 2.91 1.29
O 0.09 2.60 -0.90
H 0.49 7.07 -2.67
H 0.24 4.61 -2.25
H 0.68 5.26 1.92
H 0.92 7.72 1.54

The value obtained for the HOMO-LUMO gap is 7.07 eV. The maximum force is 0.73 eV/A. As for the charge: -1.



Question: Among the records above, which one has the highest maximum force?
Answer: C4H14N2O